This record from OMol25 describes 9 unconnected molecules or ions with the total composition C45H40F40N4O5 at a distorted geometry. The level of theory is ωB97M-V/def2-TZVPD.

The value obtained for the total energy is -172209.2941 eV. The calculation puts the HOMO energy at -9.49 eV. The spin multiplicity is 1. As for the HOMO-LUMO gap: 9.610 eV.

XYZ file:
```
134
Properties=species:S:1:pos:R:3:forces:R:3
N 21.1238 17.9959 7.1406 -0.4 0.6 -0.7
C 21.1591 17.6098 8.4189 0.2 -0.8 -0.4
C 20.5113 18.2669 9.4645 0.7 0.4 -2.0
C 19.9062 19.4593 9.1378 0.4 -0.6 0.9
C 19.8840 19.8645 7.8208 -1.3 2.2 0.4
C 20.4427 19.1388 6.8165 0.8 -1.9 2.6
H 21.7312 16.6807 8.6602 -0.4 0.8 -0.5
H 20.6510 17.8991 10.4344 -0.2 -0.4 1.4
H 19.5676 20.0412 9.9725 -0.6 0.6 -0.1
H 19.4165 20.8404 7.5940 0.2 -0.6 0.0
H 20.3038 19.5321 5.8534 0.5 -0.3 -1.5
N 19.5933 14.5223 19.1836 0.2 -0.1 -0.3
C 20.5051 14.5035 18.2245 0.9 -0.1 -1.8
C 20.2392 14.4136 16.8276 -1.9 0.3 1.4
C 18.8769 14.2705 16.4504 1.4 0.1 0.1
C 17.9241 14.2303 17.4718 -0.6 -0.5 -1.2
C 18.3355 14.3868 18.7734 -1.2 -0.1 1.4
H 21.5699 14.5410 18.4771 -0.4 0.2 0.4
H 21.0330 14.5590 16.1158 0.1 -0.3 -0.1
H 18.6301 14.1881 15.3840 -0.1 0.0 0.6
H 16.8605 13.9978 17.2527 0.8 0.4 0.2
H 17.5531 14.3762 19.5690 0.8 0.0 -0.6
N 24.1152 15.7539 16.0812 -0.7 -0.1 0.5
C 24.3600 14.8125 17.0124 1.6 0.1 0.0
C 25.3462 15.0070 18.0168 -0.6 1.2 -0.5
C 26.0168 16.2778 18.0613 -1.1 -1.6 -0.6
C 25.6707 17.2386 17.1361 -0.7 0.6 -0.3
C 24.6763 16.9600 16.2043 0.4 -0.6 -1.1
H 23.9152 13.8045 16.8313 0.2 1.0 0.4
H 25.4977 14.2267 18.7615 0.3 0.2 -0.2
H 26.8062 16.5008 18.7405 0.3 -0.2 0.6
H 26.0776 18.2464 17.1044 0.3 -0.3 0.2
H 24.4457 17.6626 15.3697 0.1 -0.4 0.9
N 22.5591 13.8572 8.5026 0.6 0.5 -0.2
C 22.6026 14.1828 9.7805 -0.7 -0.3 0.2
C 21.7204 13.6633 10.7337 0.8 0.0 -1.2
C 20.7940 12.7516 10.3125 -0.5 -0.7 -0.5
C 20.7747 12.3641 8.9438 -0.8 0.1 1.5
C 21.6724 12.9558 8.0894 0.0 0.2 0.2
H 23.3272 14.9102 10.0954 0.4 0.3 -0.1
H 21.8583 13.9303 11.7440 -0.2 0.3 1.0
H 20.1096 12.3575 11.0740 0.1 -0.1 -0.7
H 20.0046 11.6746 8.6170 0.2 0.0 -0.2
H 21.6962 12.7543 7.0312 -0.1 -0.2 -0.2
C 23.7886 19.9339 10.1532 1.8 -1.7 -2.1
C 24.1426 20.8672 8.9830 -1.2 -2.6 -0.4
C 23.4140 22.1691 9.1339 -2.3 1.9 -0.4
F 22.0264 21.9039 9.0942 1.7 0.0 -0.1
F 23.5964 22.8388 10.3130 0.5 -1.1 -0.3
F 25.4789 21.0052 8.8617 -0.9 0.2 -0.4
F 23.6029 20.1606 7.8105 1.3 2.0 2.1
O 24.6758 20.2678 11.1890 -0.9 1.3 0.9
C 25.4470 19.3363 11.7232 -3.1 -2.1 1.5
C 25.7486 19.6175 13.1614 0.7 0.1 0.6
F 26.5494 18.6128 13.6027 -0.2 0.1 0.2
F 26.4457 20.7690 13.3119 -0.4 0.0 0.0
F 24.7445 18.0876 11.8232 -0.1 1.0 0.0
F 26.4537 19.0307 11.0355 3.6 -0.4 -2.4
H 24.0657 18.9085 9.7430 -0.8 1.1 0.6
H 22.7374 20.0082 10.4016 0.0 0.0 0.3
H 23.6261 22.8936 8.3616 0.1 0.0 -0.5
H 24.7947 19.6183 13.6904 0.2 0.3 0.4
C 19.3413 19.4354 16.1204 0.4 -0.8 0.0
C 18.7670 19.0104 17.4427 -1.6 1.0 1.9
C 18.2137 17.5838 17.5331 -0.2 -0.5 -1.7
F 17.3121 17.3747 18.4996 0.1 0.6 0.4
F 17.5515 17.4192 16.3330 0.0 -0.2 0.2
F 19.6336 19.1442 18.4935 0.1 0.2 -0.6
F 17.7180 19.9168 17.7088 1.0 -0.9 -0.3
O 20.1927 18.3158 15.7483 0.1 1.0 -1.2
C 20.8517 18.4861 14.5661 1.1 1.0 0.2
C 21.5994 17.1854 14.2019 0.9 0.9 1.1
F 20.7489 16.1887 14.1998 -1.4 -1.5 -0.3
F 22.1535 17.2902 12.9884 0.1 0.3 -0.4
F 20.0354 18.9696 13.5599 1.0 -0.6 1.1
F 21.9088 19.4338 14.7312 -1.6 -0.7 -0.4
H 19.9042 20.3549 16.2735 0.2 0.0 0.0
H 18.5532 19.5990 15.3788 0.1 -0.2 0.3
H 18.9903 16.8220 17.5973 0.2 0.2 0.1
H 22.3794 16.9608 14.9620 -0.4 0.3 -0.5
C 26.6515 11.6826 11.0492 1.0 -1.2 -0.7
C 25.7799 10.4612 10.7522 -1.5 -0.5 -0.9
C 24.2805 10.8403 10.3456 1.1 -1.2 2.0
F 24.3165 11.7099 9.3579 0.0 0.7 -0.8
F 23.6892 9.6908 9.9231 -0.1 0.4 0.1
F 26.2385 9.7100 9.6540 0.2 1.0 1.8
F 25.7214 9.6664 11.8644 0.1 0.1 -0.8
O 25.9483 12.4042 12.0160 -1.6 0.5 1.3
C 26.1292 13.7185 12.3072 2.2 -1.2 -2.4
C 25.1055 14.2881 13.2353 0.0 0.3 1.1
F 25.1619 15.6264 13.0440 -0.6 -0.2 0.2
F 23.9125 13.7689 12.9280 -0.9 0.3 -0.4
F 27.3755 13.8824 12.8501 -0.4 0.4 -0.1
F 26.1080 14.4193 11.1276 0.1 0.0 0.6
H 26.7638 12.1574 10.0626 0.3 0.4 0.6
H 27.5991 11.3101 11.5103 -0.5 0.4 -0.8
H 23.7441 11.2407 11.2317 0.1 -0.2 -0.6
H 25.2597 14.0720 14.2922 0.4 0.0 0.0
C 11.3382 16.9187 19.4560 -1.1 0.2 -0.4
C 10.8031 16.2740 20.7288 -0.5 -0.2 -0.1
C 10.5808 14.7518 20.6366 -0.3 -1.7 -1.4
F 9.6459 14.3197 19.6681 1.0 1.4 0.8
F 11.7539 14.1553 20.2626 -0.8 0.1 0.9
F 11.6986 16.4772 21.7396 -0.5 -0.1 -0.2
F 9.5916 16.8249 21.1068 1.1 -0.2 -0.4
O 12.4511 16.1897 19.0291 1.2 -0.1 0.7
C 12.6730 15.9990 17.7065 -0.7 2.0 1.3
C 14.0672 15.4704 17.5881 0.8 -0.6 -1.2
F 14.0796 14.2588 18.1933 0.4 0.3 0.0
F 14.3011 15.2595 16.2449 0.2 0.2 0.8
F 11.7915 15.1941 17.1795 -1.0 -1.2 -0.8
F 12.5100 17.2009 17.0792 0.5 0.0 -0.5
H 11.6072 17.9606 19.6567 -0.1 -0.1 0.0
H 10.5612 16.8675 18.6871 -0.1 0.2 0.2
H 10.1738 14.3248 21.5474 0.4 0.2 0.4
H 14.8260 16.1494 18.0108 -0.2 -0.4 -0.2
C 21.6682 23.5392 17.3160 -0.7 0.0 0.3
C 20.7867 24.0987 18.4700 0.1 0.4 0.3
C 20.1091 23.0383 19.3904 -1.3 1.1 0.9
F 21.0753 22.5806 20.1945 0.1 -0.8 -0.1
F 19.2447 23.7571 20.2322 0.6 -0.7 -1.1
F 21.4388 24.9538 19.3292 0.3 -0.9 -0.6
F 19.8563 24.9019 17.8966 -0.3 -0.5 -0.3
O 22.2358 22.2641 17.5506 -0.8 -0.5 0.1
C 23.5045 22.2364 17.9696 0.8 0.5 0.4
C 23.9289 20.7621 18.1119 -0.7 0.1 0.6
F 23.6164 20.0726 16.9964 0.0 0.1 -0.2
F 25.2514 20.6778 18.2951 0.3 0.1 0.2
F 24.3275 22.9052 17.1460 0.3 -0.1 -0.9
F 23.6637 22.9140 19.1415 -0.2 -0.6 0.3
H 22.4481 24.2199 17.0713 0.5 0.9 -0.1
H 21.0436 23.4266 16.4301 -0.2 0.0 0.2
H 19.4846 22.2166 18.9386 0.9 0.8 0.2
H 23.3758 20.3360 18.9616 0.3 -0.1 -0.1
```
Positions in Å, forces in eV/Å.

Löwdin atomic charge list, values in e, 5 entries:
1 N 0.071
2 C -0.152
3 C -0.074
4 C -0.092
5 C -0.108